[1]
Entry from the Open Molecules 2025 dataset: a 2-piece molecular cluster, C4H6F5P overall (ωB97M-V with the def2-TZVPD basis set).

Properties
E_LUMO (spin up / spin down) = -0.9949 / -1.2303 eV
Strongest force on any atom = 2.057 eV/A
HOMO energy (spin up / spin down) = -10.1 / -8.5 eV
Calculated total energy = -27118.0256 eV

ORCA input file:
```
! RIJCOSX wB97M-V def2-TZVPD def2/J DEFGRID3
* xyz 0 1
C 2.0443 -0.9855 -0.5645
C 1.2005 -0.2666 -1.6671
C -1.6932 0.3865 1.7456
C -1.4121 1.3511 0.5369
F -2.7948 -0.2938 1.5352
F -1.8695 0.8922 2.9749
F -0.6026 -0.4412 1.7865
F -0.4079 2.1895 0.7212
F -2.5595 2.0544 0.2756
P -0.6315 -0.6769 -1.8179
H 2.8596 -0.3636 -0.2457
H 1.5622 -1.0264 0.3996
H 2.3313 -2.0059 -0.8253
H 1.5479 -0.4235 -2.7389
H 1.1031 0.8313 -1.6054
H -0.6778 -1.2216 -0.5109
*
```

Atom charges from the natural (NBO) analysis, given in e for atoms 1 to 2: -0.6271 -0.7359

[2]
Entry from the Open Molecules 2025 dataset: C4H6FI in the gas phase (ωB97M-V with the def2-TZVPD basis set).

Properties
E_LUMO (spin up / spin down) = 0.2856 / -0.3255 eV
Strongest force on any atom = 4.105 eV/A
ΔE to the lowest compared entry with this formula, charge and spin = 62.2 kcal per mole
HOMO energy (spin up / spin down) = -8.3 / -8.0 eV
Calculated total energy = -15059.3383 eV

ORCA input file:
```
! RIJCOSX wB97M-V def2-TZVPD def2/J DEFGRID3
* xyz 0 1
C -0.3024 0.0274 1.0907
C 0.2440 -0.6957 -0.0968
C -1.4253 0.7808 0.5171
C 1.3798 -0.0791 -0.8678
F -0.9666 1.7380 -0.4220
I -3.1471 -0.4305 -0.1110
H -0.6465 -0.6397 1.8635
H 0.3475 0.7724 1.4170
H -0.3725 -1.6386 -0.3372
H 2.3554 -0.1702 -0.3574
H 1.2149 0.9186 -0.8537
H 1.3189 -0.5835 -1.8422
*
```

Atom charges from the natural (NBO) analysis, given in e for atoms 1 to 2: -0.6168 -0.0428

[3]
Entry from the Open Molecules 2025 dataset: C4H6FN in the gas phase (ωB97M-V with the def2-TZVPD basis set).

Properties
SMILES = NCC#CCF
E_LUMO = 0.9351 eV
Strongest force on any atom = 1.657 eV/A
ΔE to the lowest compared entry with this formula, charge and spin = 41.5 kcal per mole
HOMO energy = -9.8 eV
Calculated total energy = -8450.5356 eV

ORCA input file:
```
! RIJCOSX wB97M-V def2-TZVPD def2/J DEFGRID3
* xyz 0 1
N 1.6881 -1.2572 -1.4809
C 1.5633 -0.4980 -0.2382
C 0.2011 0.0628 0.0824
C -0.8866 0.4823 0.4128
C -2.0457 1.0826 1.0472
F -3.2087 0.8109 0.3121
H 1.3197 -0.7462 -2.2601
H 1.1761 -2.1019 -1.4278
H 2.0190 -1.0421 0.6201
H 2.2810 0.3503 -0.3114
H -2.1505 0.6770 2.1181
H -1.9568 2.1795 1.1257
*
```

Atom charges from the natural (NBO) analysis, given in e for atoms 1 to 2: -0.8061 -0.2973

[4]
Entry from the Open Molecules 2025 dataset: a 2-piece molecular cluster, C4H6FN overall (ωB97M-V with the def2-TZVPD basis set).

Properties
E_LUMO (spin up / spin down) = 0.9622 / -0.8594 eV
Strongest force on any atom = 7.905 eV/A
ΔE to the lowest compared entry with this formula, charge and spin = 57.7 kcal per mole
HOMO energy (spin up / spin down) = -4.9 / -9.9 eV
Expectation value of S² = 2.032
Calculated total energy = -8444.9105 eV

ORCA input file:
```
! RIJCOSX wB97M-V def2-TZVPD def2/J DEFGRID3
* xyz 0 3
C 1.8945 -1.0874 -0.1624
C -0.7783 0.5003 1.3093
C 1.4373 0.1455 -0.3614
C -2.2469 0.5149 -0.6003
N -1.6849 0.4568 0.5126
F 1.4541 0.9041 0.7468
H 2.7556 -1.1913 0.4880
H 2.0205 -1.8503 -0.9080
H -0.8202 -0.0705 2.3041
H -1.9002 -0.2191 -1.3365
H 0.7688 0.5474 -1.0967
H -2.9003 1.3495 -0.8956
*
```

Atom charges from the natural (NBO) analysis, given in e for atoms 1 to 2: -0.4937 -0.0288

[5]
Entry from the Open Molecules 2025 dataset: a 2-piece molecular cluster, C4H6FNO overall (ωB97M-V with the def2-TZVPD basis set).

Properties
SMILES = C=C(N)O.C#CF
E_LUMO = 0.7762 eV
Strongest force on any atom = 4.297 eV/A
ΔE to the lowest compared entry with this formula, charge and spin = 94.0 kcal per mole
HOMO energy = -8.1 eV
Calculated total energy = -10496.0785 eV

ORCA input file:
```
! RIJCOSX wB97M-V def2-TZVPD def2/J DEFGRID3
* xyz 0 1
C 1.6202 0.1923 1.0793
C 1.2307 0.0009 -0.1375
N 0.4327 0.8427 -0.9258
O 1.2322 -1.1808 -0.7433
H 1.7408 1.1771 1.4355
H 2.0119 -0.5775 1.8270
H 0.6780 1.7997 -0.8865
H 0.1311 0.4881 -1.7954
H 1.7198 -1.9029 -0.2756
C -3.0995 0.0018 0.6216
C -2.3880 -0.4134 -0.2549
F -1.4938 -0.9114 -1.0730
H -3.8159 0.4833 1.1287
*
```

Atom charges from the natural (NBO) analysis, given in e for atoms 1 to 2: -0.6347 0.4827

[6]
Entry from the Open Molecules 2025 dataset: C4H6FNO in the gas phase (ωB97M-V with the def2-TZVPD basis set).

Properties
SMILES = O=CN/C=C\CF
E_LUMO = 0.5241 eV
Strongest force on any atom = 11.825 eV/A
ΔE to the lowest compared entry with this formula, charge and spin = 73.1 kcal per mole
HOMO energy = -9.2 eV
Calculated total energy = -10496.9851 eV

ORCA input file:
```
! RIJCOSX wB97M-V def2-TZVPD def2/J DEFGRID3
* xyz 0 1
O 2.8303 1.3106 0.0260
C 1.8272 0.6812 -0.1319
N 0.8188 0.5785 -1.0609
C -0.1624 -0.2055 -1.1761
C -1.2229 -0.8076 -0.4792
C -1.1933 -0.6036 0.9735
F -2.4745 -0.7932 1.5419
H 1.5294 -0.3401 0.4230
H 0.4817 1.4679 -1.6291
H -0.2437 -0.3974 -2.2482
H -1.9706 -1.4174 -1.0518
H -0.4278 -1.4922 1.3611
H -0.9649 0.3965 1.3678
*
```

Atom charges from the natural (NBO) analysis, given in e for atoms 1 to 2: -0.5400 0.5709

> Which of these has the highest strongest force on any atom?

number 6

> The lowest strongest force on any atom belongs to which entry?

number 3

> Which of these has the lowest calculated total energy?

C4H6F5P

Please write out number 6 again, unchanged.
Entry from the Open Molecules 2025 dataset: C4H6FNO in the gas phase (ωB97M-V with the def2-TZVPD basis set).

Properties
SMILES = O=CN/C=C\CF
E_LUMO = 0.5241 eV
Strongest force on any atom = 11.825 eV/A
ΔE to the lowest compared entry with this formula, charge and spin = 73.1 kcal per mole
HOMO energy = -9.2 eV
Calculated total energy = -10496.9851 eV

ORCA input file:
```
! RIJCOSX wB97M-V def2-TZVPD def2/J DEFGRID3
* xyz 0 1
O 2.8303 1.3106 0.0260
C 1.8272 0.6812 -0.1319
N 0.8188 0.5785 -1.0609
C -0.1624 -0.2055 -1.1761
C -1.2229 -0.8076 -0.4792
C -1.1933 -0.6036 0.9735
F -2.4745 -0.7932 1.5419
H 1.5294 -0.3401 0.4230
H 0.4817 1.4679 -1.6291
H -0.2437 -0.3974 -2.2482
H -1.9706 -1.4174 -1.0518
H -0.4278 -1.4922 1.3611
H -0.9649 0.3965 1.3678
*
```

Atom charges from the natural (NBO) analysis, given in e for atoms 1 to 2: -0.5400 0.5709